1.
A molecular structure, C11H13ClN2O2PbS, computed with ωB97M-V/def2-TZVPD.

Its gap between HOMO and LUMO (alpha / beta) is 2.8 / 3.1 eV. The total charge is +2. For the relative energy (zero: lowest compared OMol25 entry of this formula, charge and spin), the calculation gives 262.1 kJ/mol. As for the HOMO energy (alpha / beta): -0.5272 / -0.5299 Eh. As for the calculated total energy: -1737.3979 Ha.

XYZ file:
```
31
C11H13ClN2O2PbS (ωB97M-V/def2-TZVPD)
Cl 1.3310 -1.8803 3.9049
C 3.3121 -0.1535 -0.9162
C 2.5038 -0.4292 -2.0374
C 2.0317 -1.8000 -1.8795
H 2.3500 0.1609 -2.9063
C 2.5371 -2.2988 -0.6419
C 3.3286 -1.2947 -0.0821
H 3.8474 -1.3877 0.8912
H 3.8844 0.7476 -0.7850
H 1.4402 -2.3733 -2.5768
C 2.3616 -3.6679 -0.1200
Pb 0.3598 -0.2903 -0.4141
C -1.5100 -1.9126 0.9689
O -2.2856 -2.6852 1.2952
C 0.3391 1.3616 1.9888
O 0.4364 2.2312 2.7342
H 1.3837 -4.0723 -0.3926
H 2.3946 -3.6548 0.9679
H 3.0923 -4.3591 -0.4819
S -1.2390 0.6968 -2.0433
C -2.0103 1.5797 -0.7305
N -3.0512 1.1453 -0.0262
C -3.6925 2.2029 0.6986
C -2.7769 3.3710 0.4840
N -1.8387 2.8482 -0.4628
H -3.4745 0.2679 -0.1686
H -3.7965 1.9726 1.7536
H -4.6844 2.4055 0.3349
H -2.2509 3.6754 1.3954
H -3.2667 4.2546 0.0922
H -1.0567 3.3385 -0.8445
```

---

2.
A molecular structure, C11H13ClORu, computed with ωB97M-V/def2-TZVPD.

Its gap between HOMO and LUMO (alpha / beta) is 7.2 / 6.0 eV. As for the HOMO energy (alpha / beta): -0.2618 / -0.2936 Eh. As for the spin multiplicity: 5. As for the calculated total energy: -1057.1012 Ha. Its expectation value of S² is 6.04.

XYZ file:
```
27
C11H13ClORu (ωB97M-V/def2-TZVPD)
C -2.4175 -0.9940 -0.0119
C -1.6891 -1.2395 -1.2403
C -1.3839 0.0410 -1.8295
H -1.5966 -2.2201 -1.6911
C -1.7855 1.0537 -0.9422
C -2.3041 0.4380 0.2541
H -2.7353 0.9308 1.1194
H -2.8809 -1.7284 0.6239
H -0.9957 0.1728 -2.8339
H -1.8369 2.1137 -1.1366
Ru -0.3871 -0.6682 0.5724
Cl 0.2682 -2.6439 1.3313
C 1.9426 0.1433 0.1554
C 1.9234 1.4635 -0.4840
C 1.9186 1.2955 -1.8924
H 2.0039 2.4026 0.0761
C 1.9283 -0.1085 -2.1726
C 1.9003 -0.8287 -0.9238
H 1.9662 -1.9094 -0.7238
H 2.2535 -0.0880 1.1862
H 1.9484 2.0950 -2.6603
H 1.9707 -0.5460 -3.1825
C 0.0095 0.1168 3.3598
O -0.1411 0.4988 2.0195
H 1.0018 -0.3320 3.5255
H -0.8255 -0.5432 3.6369
H -0.0560 1.0843 3.8645
```

---

3.
A molecular structure, C11H13F2N3O2S2SbSe4Zr, computed with ωB97M-V/def2-TZVPD.

Its gap between HOMO and LUMO is 6.3 eV. The total charge is -1. For the relative energy (zero: lowest compared OMol25 entry of this formula, charge and spin), the calculation gives 206.5 kJ/mol. As for the HOMO energy: -0.1574 Eh. As for the calculated total energy: -11631.1094 Ha.

XYZ file:
```
39
C11H13F2N3O2S2SbSe4Zr (ωB97M-V/def2-TZVPD)
Zr 0.1628 -0.1981 -0.2402
C -0.0668 -4.1135 0.3505
C -1.0195 -3.4867 -0.5982
N -1.0554 -2.2347 -0.9801
C -2.0193 -2.0356 -1.9458
C -2.7497 -3.1335 -2.2694
S -2.2117 -4.4699 -1.3542
C -2.1494 -0.7286 -2.5565
C -3.0720 -0.3398 -3.4761
S -2.8244 1.3052 -3.8830
C -1.4961 1.3850 -2.7867
N -1.2640 0.2515 -2.1898
C -0.7737 2.6523 -2.5033
H -0.2947 -3.7902 1.3689
H 0.9522 -3.8201 0.1063
H -0.1605 -5.1984 0.2996
H -3.5463 -3.2099 -2.9881
H -3.8601 -0.9231 -3.9177
H -0.8440 3.3414 -3.3434
H 0.2718 2.4649 -2.2760
H -1.2104 3.1251 -1.6198
Se -0.9455 0.9379 4.4876
Sb -1.2040 -0.6487 2.7057
Se 1.1448 -1.3024 1.8707
Se -2.2371 0.4417 0.6658
Se -2.4094 -2.7206 3.0466
N 3.4586 0.6811 0.1896
C 2.9741 1.8529 0.9250
C 1.7693 2.3309 0.1284
O 1.8257 3.2006 -0.7186
O 0.6998 1.6317 0.3795
H 4.0082 0.0717 0.7796
H 4.0071 0.9519 -0.6163
H 3.7009 2.6651 1.0234
H 2.6371 1.5271 1.9086
F 1.4218 0.3781 -2.0167
C 1.4149 -1.0569 -2.5899
F 1.6183 -1.6905 -1.2590
H 2.4575 -1.0647 -2.9465
```

---

4.
C11H13F4N3O2S in the gas phase, computed with ωB97M-V/def2-TZVPD.

Its gap between HOMO and LUMO is 9.6 eV. As for the SMILES: O=C(NC1=NC(=O)[C@](F)(C(F)(F)F)S1)NC1CCCCC1. As for the HOMO energy: -0.3707 Eh. As for the calculated total energy: -1539.3450 Ha.

XYZ file:
```
34
C11H13F4N3O2S (ωB97M-V/def2-TZVPD)
O -1.0538 -0.6870 1.2743
C -0.3062 0.0812 0.6648
N 0.7099 0.6751 1.3011
C 1.1375 0.4669 2.6127
N 1.7552 1.4866 3.1186
C 2.2289 1.2486 4.3831
O 2.7238 2.1232 5.1163
C 1.9709 -0.2394 4.9122
F 1.4134 -0.2235 6.1843
C 3.3969 -0.9336 4.9724
F 3.2532 -2.2402 4.6205
F 3.8939 -0.8431 6.2356
F 4.3116 -0.3125 4.1317
S 0.7500 -0.9362 3.7408
N -0.1855 0.0833 -0.5930
C -1.2799 -0.2622 -1.4597
C -1.6509 1.1214 -2.0980
C -2.4044 1.1203 -3.3618
C -1.8428 0.1053 -4.4838
C -1.6509 -1.3220 -3.8550
C -0.7943 -1.2771 -2.5498
H 1.2615 1.2885 0.7740
H 0.6858 0.4344 -0.9780
H -2.0803 -0.5765 -0.7974
H -0.6702 1.5748 -2.2672
H -2.3227 1.6786 -1.4848
H -3.4329 0.9405 -3.2150
H -2.3705 2.1333 -3.6306
H -2.5064 0.1227 -5.3155
H -0.7466 0.3055 -4.7563
H -1.2118 -2.0323 -4.5261
H -2.5876 -1.8367 -3.6303
H 0.2548 -1.0324 -2.9089
H -0.6498 -2.2355 -2.1309
```

---

5.
A molecular structure, C11H13FN2, computed with ωB97M-V/def2-TZVPD.

Its gap between HOMO and LUMO (alpha / beta) is 7.2 / 7.2 eV. The total charge is +2. As for the HOMO energy (alpha / beta): -0.6384 / -0.6384 Eh. As for the calculated total energy: -635.5487 Ha.

XYZ file:
```
27
C11H13FN2 (ωB97M-V/def2-TZVPD)
C -1.1468 -0.1522 2.0055
C -1.6084 0.9149 2.6703
C -0.5040 1.3913 0.1890
C -0.5698 0.0444 0.6449
C -1.0004 2.4863 0.8602
C -1.6755 2.1913 2.0938
C 0.0427 -1.0575 0.0134
C 0.9624 -2.5712 -0.9942
C -0.9890 3.8864 0.2759
C 1.7754 -3.7534 -1.3094
C 1.2000 -0.3795 -2.4051
N 0.3526 -2.3912 0.2822
N 0.9349 -1.2983 -1.3859
F -2.2967 3.1272 2.7943
H -1.1288 -1.0270 2.5087
H -1.9340 0.8074 3.6149
H -0.0310 1.3982 -0.7689
H -0.1128 4.2833 0.5158
H -0.9962 3.8216 -0.9058
H -1.9081 4.2975 0.6649
H 1.5005 -4.3417 -2.2403
H 1.6290 -4.5241 -0.6336
H 2.8933 -3.4885 -1.4375
H 1.7203 -0.9956 -3.2149
H 2.1111 0.3084 -2.1978
H 0.3578 0.0766 -2.6652
H 0.4215 -3.0548 1.0247
```

---

6.
C11H13FN2O8 in the gas phase, computed with ωB97M-V/def2-TZVPD.

Its gap between HOMO and LUMO is 8.9 eV. For the relative energy (zero: lowest compared OMol25 entry of this formula, charge and spin), the calculation gives 0.0 kJ/mol. As for the SMILES: COC(=O)[C@H]1O[C@@H](Oc2[nH]c(=O)ncc2F)[C@H](O)[C@@H](O)[C@@H]1O. As for the HOMO energy: -0.3353 Eh. As for the calculated total energy: -1238.2288 Ha.

XYZ file:
```
35
C11H13FN2O8 (ωB97M-V/def2-TZVPD)
C -2.5314 3.6301 1.6347
O -1.9476 2.3198 1.5368
C -0.5728 2.1912 1.5077
O 0.2527 3.0892 1.5178
C -0.1064 0.7149 1.3197
O 0.3073 0.4389 -0.0242
C 0.6701 -0.9428 -0.2391
O 0.9922 -1.2498 -1.6002
C 0.0237 -1.0698 -2.5460
N -0.6987 0.1270 -2.6689
C -1.7013 0.2914 -3.5814
O -2.4642 1.2413 -3.4832
N -1.9061 -0.6288 -4.5849
C -1.1975 -1.7483 -4.5384
C -0.1639 -2.0170 -3.5261
F 0.5123 -3.1972 -3.4587
C 1.9099 -1.2371 0.6440
O 2.4522 -2.5299 0.4249
C 1.5261 -1.1155 2.0995
O 2.6306 -1.4233 2.9497
C 0.9672 0.2969 2.3759
O 0.3760 0.3015 3.6873
H -3.6024 3.5851 1.8141
H -2.0774 4.2140 2.4152
H -2.3789 4.1668 0.6750
H -1.0476 0.1250 1.4989
H -0.1515 -1.5435 0.0407
H -0.4977 0.8600 -2.0205
H -1.3815 -2.4916 -5.2970
H 2.6581 -0.4898 0.4157
H 2.6458 -2.6575 -0.5395
H 0.7220 -1.8384 2.3292
H 3.0772 -2.2308 2.5881
H 1.7529 1.0428 2.3441
H 0.9506 -0.2246 4.2893
```

---

7.
A molecular structure, C11H13FeN4O5, computed with ωB97M-V/def2-TZVPD.

Its gap between HOMO and LUMO (alpha / beta) is 6.5 / 5.7 eV. The total charge is +2. For the relative energy (zero: lowest compared OMol25 entry of this formula, charge and spin), the calculation gives 9.5 kJ/mol. As for the HOMO energy (alpha / beta): -0.5078 / -0.6289 Eh. As for the spin multiplicity: 6. As for the calculated total energy: -2284.9803 Ha. Its expectation value of S² is 8.81.

XYZ file:
```
34
C11H13FeN4O5 (ωB97M-V/def2-TZVPD)
O -0.2050 2.5464 2.7308
C -0.1246 1.6545 2.0285
Fe 0.1120 0.0337 -0.2283
O -2.8489 -0.2170 0.1259
C -1.7213 -0.0536 -0.0684
C -0.0036 -1.0972 -1.5817
O -0.0728 -1.8980 -2.4320
C 1.8125 0.1902 -0.8072
O 2.8244 0.0962 -1.4096
C -0.0603 1.4508 -1.2580
O 0.0186 2.3855 -1.9418
H 1.5584 0.6723 0.3174
C 1.6223 -2.6005 0.8272
N 0.5133 -1.7457 1.3603
C 0.9183 -1.2895 2.7252
N 1.2201 -2.4249 3.6325
C 2.3048 -3.2378 3.0411
N 1.9201 -3.7477 1.7054
C 0.6974 -4.5713 1.8520
N -0.4116 -3.7751 2.4196
C -0.6824 -2.6153 1.5293
C 0.0165 -3.2815 3.7481
H 2.5312 -1.9975 0.7316
H 1.3474 -2.9801 -0.1630
H 0.1109 -0.7036 3.1776
H 1.8157 -0.6653 2.6544
H 2.5057 -4.0934 3.6967
H 3.2084 -2.6197 2.9410
H 0.3998 -4.9509 0.8644
H 0.9205 -5.4100 2.5226
H -1.5055 -2.0488 1.9802
H -1.0079 -3.0052 0.5581
H 0.2565 -4.1381 4.3904
H -0.7993 -2.6963 4.1950
```